DFT (wB97M-V/def2-TZVPD) results for the molecule C4H9N3O at a distorted geometry.

As for the energy above the lowest of the compared OMol25 structures with the same formula, charge and spin: 5.262 eV. Its SMILES is [H]/N=N/C(N)=C(\C)OC.

Last column: Mulliken charge in e.
Positions of all 17 atoms, in Å:
C 0.818 -1.776 1.457  -0.657
C 0.970 1.645 0.463  -1.055
C -0.624 -0.153 -0.536  0.602
C 0.112 0.454 0.345  0.181
N -1.539 -1.139 -0.601  -0.422
O 0.236 -0.512 1.656  -0.461
N -0.441 0.784 -1.944  -0.134
N -1.128 1.765 -2.171  -0.415
H -1.751 -1.433 -1.548  0.225
H -2.142 -1.213 0.208  0.238
H -1.054 2.142 -3.137  0.245
H 0.083 -2.547 1.186  0.240
H 1.619 -1.760 0.702  0.297
H 1.279 -2.104 2.399  0.248
H 2.016 1.340 0.558  0.259
H 0.847 2.308 -0.403  0.323
H 0.699 2.198 1.366  0.285

DFT (wB97M-V/def2-TZVPD) results for the molecule C4H9N3O at a distorted geometry.

As for the energy above the lowest of the compared OMol25 structures with the same formula, charge and spin: 4.076 eV.

Last column: Mulliken charge in e.
Positions of all 17 atoms, in Å:
C 1.880 -1.089 0.539  -1.115
C 1.226 0.012 -0.219  0.566
N -0.195 1.870 -0.382  -0.661
O 2.037 0.758 -0.919  -0.387
N 0.030 0.590 0.199  0.112
H 1.474 1.514 -1.234  0.476
H -1.094 1.878 -0.866  0.239
H -0.286 2.617 0.297  0.204
H 1.152 -1.653 1.111  0.286
H 2.373 -1.756 -0.164  0.305
H 2.631 -0.647 1.202  0.366
C -2.249 -0.570 0.349  -1.104
C -0.905 -0.552 -0.321  0.639
N -0.307 -1.249 -1.153  -0.823
H -2.888 -1.285 -0.167  0.350
H -2.153 -0.851 1.400  0.244
H -2.726 0.415 0.328  0.303

DFT (wB97M-V/def2-TZVPD) results for the molecule C4H9N3O at a distorted geometry.

As for the energy above the lowest of the compared OMol25 structures with the same formula, charge and spin: 1.828 eV. Its SMILES is [H]/N=C(/N)[C@@H](N)CC=O.

Last column: Mulliken charge in e.
Positions of all 17 atoms, in Å:
C 0.471 0.585 -0.745  0.412
N 1.757 0.434 -1.148  -0.377
C -0.455 -1.761 -0.562  0.154
N -0.309 1.389 -1.384  -0.850
O 0.559 -2.461 -0.474  -0.516
H 2.359 -0.184 -0.617  0.217
H 2.101 1.133 -1.794  0.259
H -1.259 1.360 -1.009  0.242
H -1.095 -1.754 -1.460  0.347
N -0.352 1.185 1.643  -0.580
C 0.047 0.066 0.865  -0.379
C -1.009 -0.978 0.624  -0.537
H 0.421 1.825 1.808  0.275
H -1.111 1.713 1.221  0.305
H 0.982 -0.370 1.220  0.429
H -1.967 -0.530 0.341  0.236
H -1.140 -1.654 1.473  0.363

DFT (wB97M-V/def2-TZVPD) results for a structure of composition C4H9N3O at a distorted geometry.

As for the energy above the lowest of the compared OMol25 structures with the same formula, charge and spin: 5.614 eV.

Last column: Mulliken charge in e.
Positions of all 17 atoms, in Å:
C -0.123 -1.055 -1.867  -0.606
C -0.588 -1.653 1.356  -1.212
C 0.494 1.347 0.221  0.706
C -0.366 -0.199 1.156  -0.038
N 0.179 2.462 0.975  -0.412
O -1.037 -0.157 -1.248  -0.343
N -0.629 0.390 0.050  0.168
N 1.538 1.156 -0.492  -0.648
H -0.617 2.352 1.594  0.219
H 0.534 3.348 0.641  0.231
H 2.190 1.934 -0.441  0.208
H -0.244 -2.077 -1.497  0.240
H 0.908 -0.733 -1.747  0.293
H -0.383 -1.041 -2.922  0.261
H -1.364 -2.053 0.693  0.318
H 0.353 -2.161 1.134  0.298
H -0.846 -1.860 2.395  0.318

DFT (wB97M-V/def2-TZVPD) results for a cluster of 2 separate species, C4H9N3O in total at a distorted geometry.

As for the energy above the lowest of the compared OMol25 structures with the same formula, charge and spin: 4.907 eV. Its SMILES is CN=C=N.C=NOC.

Last column: Mulliken charge in e.
Positions of all 17 atoms, in Å:
C 0.745 -2.039 -0.668  -0.626
C 0.560 1.881 -1.310  -0.724
N 1.072 1.271 -0.131  -0.370
C 0.564 1.048 0.970  0.629
C -1.976 -0.603 0.929  -0.323
O -0.410 -1.230 -0.594  -0.138
N -0.749 -0.900 0.767  -0.376
N 0.484 1.351 2.154  -0.612
H 0.176 0.675 2.834  0.262
H 0.647 -2.638 -1.573  0.259
H 1.632 -1.404 -0.758  0.280
H 0.916 -2.716 0.171  0.286
H -0.297 1.318 -1.691  0.267
H 0.245 2.912 -1.120  0.357
H 1.352 1.888 -2.059  0.237
H -2.611 -0.209 0.140  0.302
H -2.350 -0.604 1.939  0.291

DFT (wB97M-V/def2-TZVPD) results for a structure of composition C4H9N3O at a distorted geometry.

As for the energy above the lowest of the compared OMol25 structures with the same formula, charge and spin: 6.106 eV.

Last column: Mulliken charge in e.
Positions of all 17 atoms, in Å:
C -1.686 -1.729 -1.921  -0.801
C 1.985 0.041 -0.089  -0.937
C -0.167 1.122 0.579  0.722
C 0.021 1.408 2.057  -1.171
H -2.435 -2.452 -1.144  0.189
H -0.808 -1.944 -2.311  0.538
H -2.325 -1.356 -2.520  0.273
H 2.522 -0.095 0.830  0.300
H 2.335 1.071 -0.497  0.280
H 2.260 -0.878 -0.505  0.420
H -0.298 2.401 2.278  0.388
H -0.762 0.650 2.836  0.226
H 0.955 1.405 2.429  0.390
N -1.301 -0.803 -0.913  -0.356
N -0.035 -0.723 -0.942  -0.266
N 0.597 0.032 0.074  0.359
O -0.858 1.852 -0.240  -0.555